DFT (wB97M-V/def2-TZVPD) results for 2 unconnected molecules or ions with the total composition C12H19NO.

Its structure (SMILES) is CCN(C)C(C)=O.Cc1ccccc1. For the HOMO-LUMO gap, the calculation gives 9.78 eV. For the energy above the lowest of the compared OMol25 structures with the same formula, charge and spin, the calculation gives 330.3 kJ/mol. As for the HOMO energy: -9.07 eV.

Each atom is followed by the atoms it is bonded to, with distances in Å.
Positions of all 33 atoms, in Å:
1 C 1.02 2.09 -1.01  C2 1.602, H8 0.978, H9 1.059, H10 1.165
2 C 0.30 1.85 0.40  C1 1.602, N3 1.449, H11 1.134, H12 1.217
3 N 0.61 2.39 1.70  C2 1.449, C4 1.521, C5 1.375
4 C 1.12 3.71 2.24  N3 1.521, H13 1.107, H14 1.069, H15 1.140
5 C 0.35 1.64 2.83  N3 1.375, C6 1.654, O7 1.225
6 C -0.19 0.09 2.65  C5 1.654, H16 1.065, H17 1.051, H18 1.099
7 O 0.33 2.00 4.00  C5 1.225
8 H 0.38 1.95 -1.74  C1 0.978
9 H 1.76 1.37 -1.25  C1 1.059
10 H 1.63 3.08 -1.06  C1 1.165
11 H -0.82 1.89 0.21  C2 1.134
12 H 0.41 0.64 0.54  C2 1.217
13 H 2.14 3.97 1.89  C4 1.107
14 H 0.60 4.46 1.68  C4 1.069
15 H 1.14 3.99 3.35  C4 1.140
16 H -1.10 0.33 2.16  C6 1.065
17 H 0.35 -0.62 2.08  C6 1.051
18 H -0.40 -0.27 3.66  C6 1.099
19 C -2.23 -0.83 -2.11  C20 1.538, H26 1.110, H27 1.015, H28 1.037
20 C -1.11 -1.80 -1.69  C19 1.538, C21 1.396, C25 1.454
21 C 0.18 -1.45 -1.30  C20 1.396, C22 1.377, H29 1.186
22 C 1.17 -2.38 -1.06  C21 1.377, C23 1.393, H30 1.111
23 C 0.79 -3.72 -1.11  C22 1.393, C24 1.392, H31 1.127
24 C -0.47 -4.14 -1.51  C23 1.392, C25 1.399, H32 1.116
25 C -1.47 -3.20 -1.79  C20 1.454, C24 1.399, H33 1.099
26 H -2.43 0.11 -1.56  C19 1.110
27 H -3.15 -1.21 -2.27  C19 1.015
28 H -2.01 -0.45 -3.05  C19 1.037
29 H 0.46 -0.29 -1.27  C21 1.186
30 H 2.17 -2.08 -0.70  C22 1.111
31 H 1.60 -4.50 -1.01  C23 1.127
32 H -0.72 -5.23 -1.56  C24 1.116
33 H -2.41 -3.39 -2.33  C25 1.099

Results of the Mulliken charge analysis, in e, for atoms 1 through 2: C -1.51; C 0.28

---

DFT (wB97M-V/def2-TZVPD) results for NO3P in the gas phase.

For the HOMO-LUMO gap, the calculation gives 10.13 eV. For the energy above the lowest of the compared OMol25 structures with the same formula, charge and spin, the calculation gives 107.1 kJ/mol. As for the HOMO energy: -10.85 eV.

Each atom is followed by the atoms it is bonded to, with distances in Å.
Positions of all 5 atoms, in Å:
1 N 0.75 -0.12 0.22  O2 1.182, O3 1.252, P5 1.915
2 O 1.79 0.42 0.35  N1 1.182
3 O 0.44 -0.93 -0.68  N1 1.252, P5 2.024
4 O -1.82 0.93 -0.29  P5 1.557
5 P -1.15 -0.29 0.40  N1 1.915, O3 2.024, O4 1.557

Results of the Mulliken charge analysis, in e, for atoms 1 through 2: N 0.69; O -0.45

---

DFT (wB97M-V/def2-TZVPD) results for C3H4FNO2 in the gas phase.

For the HOMO-LUMO gap, the calculation gives 9.92 eV. For the energy above the lowest of the compared OMol25 structures with the same formula, charge and spin, the calculation gives 245.3 kJ/mol. As for the HOMO energy: -9.30 eV.

Each atom is followed by the atoms it is bonded to, with distances in Å.
Positions of all 11 atoms, in Å:
1 C 1.13 0.85 0.03  N4 1.378, O5 1.193, O6 1.427
2 C -1.17 0.21 -0.37  N4 1.377, H8 1.086, H9 1.130
3 C 0.25 -1.37 0.46  O6 1.322, F7 1.376, H10 1.075
4 N -0.20 1.15 -0.11  C1 1.378, C2 1.377, H11 0.977
5 O 2.10 1.52 -0.21  C1 1.193
6 O 1.23 -0.48 0.52  C1 1.427, C3 1.322
7 F 0.45 -2.36 -0.48  C3 1.376
8 H -1.52 -0.07 -1.36  C2 1.086
9 H -1.86 0.07 0.51  C2 1.130
10 H -0.11 -1.58 1.45  C3 1.075
11 H -0.28 2.07 -0.43  N4 0.977

Results of the Mulliken charge analysis, in e, for atoms 1 through 2: C 0.62; C -0.64